{
  "formula": "C15H10BrF3N3SSn",
  "method": "ωB97M-V with the def2-TZVPD basis set",
  "total_charge": -1,
  "e_homo_ev": -4.84,
  "e_lumo_ev": 2.4,
  "orbital_gap_ha": 0.2667,
  "species": ["Sn", "C", "C", "C", "C", "C", "Br", "N", "C", "H", "H", "H", "H", "H", "H", "S", "C", "N", "F", "C", "F", "F", "N", "C", "C", "C", "C", "C", "C", "C", "H", "H", "H", "H"],
  "positions_angstrom": [[1.606, 0.548, 0.014], [-4.412, 3.156, -0.522], [-3.464, 2.331, -1.347], [-3.844, 1.700, -2.524], [-2.932, 0.929, -3.223], [-1.654, 0.822, -2.694], [-0.368, -0.236, -3.611], [-1.258, 1.407, -1.589], [-2.150, 2.150, -0.934], [-5.301, 3.423, -1.093], [-3.937, 4.074, -0.176], [-4.733, 2.607, 0.365], [-4.857, 1.810, -2.897], [-3.193, 0.424, -4.141], [-1.795, 2.623, -0.026], [4.210, -0.094, 4.191], [3.408, -0.042, 2.782], [2.843, -0.006, 1.758], [0.256, -1.819, 1.621], [0.434, -1.390, 0.340], [-0.840, -1.328, -0.180], [1.012, -2.451, -0.304], [-3.201, 4.964, 3.929], [-2.451, 4.270, 3.399], [-1.513, 3.411, 2.731], [-0.486, 3.958, 1.964], [0.380, 3.112, 1.288], [0.266, 1.720, 1.351], [-0.752, 1.202, 2.157], [-1.637, 2.025, 2.836], [-0.385, 5.034, 1.894], [1.157, 3.559, 0.674], [-0.872, 0.130, 2.254], [-2.429, 1.605, 3.444]],
  "forces_ev_per_a": [[0.086, -0.044, 0.085], [-0.007, 0.006, 0.002], [-0.002, -0.006, 0.002], [-0.006, 0.001, 0.010], [0.001, -0.009, 0.012], [0.016, -0.024, -0.008], [-0.008, 0.004, -0.005], [0.005, 0.040, 0.008], [-0.013, -0.027, -0.012], [0.003, 0.001, -0.002], [0.004, -0.005, 0.003], [-0.002, -0.002, -0.003], [0.002, -0.003, -0.003], [0.001, -0.003, 0.001], [0.017, 0.004, 0.016], [0.007, -0.010, 0.020], [0.049, 0.024, -0.056], [-0.132, -0.015, -0.009], [0.007, -0.027, 0.034], [-0.036, 0.037, -0.109], [0.025, -0.008, 0.025], [-0.001, 0.012, 0.011], [-0.020, -0.010, -0.023], [0.033, 0.036, 0.046], [-0.009, -0.036, -0.027], [-0.001, 0.004, 0.008], [-0.009, -0.004, 0.014], [0.004, 0.051, -0.024], [-0.017, -0.017, 0.005], [0.006, 0.020, -0.011], [0.000, 0.000, 0.000], [-0.002, 0.001, -0.004], [0.001, 0.010, -0.005], [0.001, -0.002, -0.001]]
}


{
  "formula": "C15H10Cl2O6",
  "method": "ωB97M-V with the def2-TZVPD basis set",
  "total_charge": 0,
  "smiles": "O=C(Cl)Cc1ccc2c(c1)C(=O)C=C(Cl)C2=O.O=C1OCCO1",
  "e_homo_ev": -9.32,
  "e_lumo_ev": -1.3,
  "orbital_gap_ha": 0.2956,
  "species": ["O", "C", "Cl", "C", "C", "C", "C", "C", "C", "C", "C", "O", "C", "C", "Cl", "C", "O", "H", "H", "H", "H", "H", "H", "O", "C", "O", "C", "C", "O", "H", "H", "H", "H"],
  "positions_angstrom": [[3.015, 0.470, 2.556], [2.842, 0.742, 1.343], [3.927, 1.945, 0.490], [1.654, 0.028, 0.497], [0.249, 0.787, 0.749], [0.168, 2.212, 1.373], [-1.191, 2.954, 1.663], [-2.475, 2.153, 1.279], [-2.423, 0.707, 0.649], [-1.067, 0.019, 0.378], [-3.840, -0.010, 0.351], [-4.038, -0.794, -0.606], [-4.996, 0.343, 1.425], [-5.038, 1.653, 2.006], [-6.303, 2.059, 3.265], [-3.948, 2.758, 1.548], [-4.241, 3.963, 1.382], [1.913, -0.075, -0.623], [1.555, -1.019, 0.974], [1.124, 2.779, 1.676], [-1.254, 3.990, 2.136], [-0.991, -1.023, -0.069], [-5.762, -0.422, 1.776], [0.559, -1.970, -2.125], [1.699, -2.262, -2.348], [2.114, -3.494, -2.746], [3.479, -3.376, -3.120], [3.936, -2.172, -2.355], [2.748, -1.400, -2.232], [4.035, -4.276, -2.852], [3.538, -3.232, -4.203], [4.299, -2.424, -1.354], [4.710, -1.612, -2.882]],
  "forces_ev_per_a": [[-0.490, 1.481, -5.479], [-0.555, -1.862, 3.870], [-0.978, -0.984, 0.541], [-0.171, 0.529, 0.541], [-2.769, 1.504, 0.558], [-2.578, -1.094, -0.467], [-0.213, -4.599, -2.108], [1.863, -0.984, -0.148], [2.314, 1.378, 0.753], [-0.173, 3.629, 1.491], [-0.176, -0.921, -0.930], [0.811, 2.689, 3.546], [0.546, 3.034, 1.148], [0.708, -2.682, -1.426], [1.710, -0.300, -1.771], [-0.257, 1.696, -0.324], [1.121, -4.257, 0.860], [-0.492, 0.398, 1.944], [0.247, 1.680, -0.803], [-1.610, -1.156, -0.611], [0.136, -1.745, -0.838], [-0.258, 1.614, 0.601], [1.204, 1.002, -0.924], [0.961, -0.162, -0.057], [-1.121, 0.065, 0.095], [-0.200, 0.606, 0.270], [0.462, -0.587, -0.455], [0.897, 0.264, 0.191], [-0.428, -0.381, -0.183], [-0.236, 0.015, 0.004], [-0.023, 0.019, 0.074], [-0.051, 0.002, -0.053], [-0.202, 0.106, 0.090]]
}


{
  "formula": "C15H10CoN6O2",
  "method": "ωB97M-V with the def2-TZVPD basis set",
  "spin_multiplicity": 5,
  "total_charge": 1,
  "e_homo_ev": [-13.23, -13.03],
  "e_lumo_ev": [-3.8, -6.5],
  "orbital_gap_ha": [0.3459, 0.2388],
  "s_squared": 6.03,
  "species": ["Co", "O", "C", "N", "C", "C", "C", "C", "C", "C", "N", "C", "C", "C", "C", "C", "N", "H", "H", "H", "H", "H", "H", "H", "H", "H", "H", "O", "N", "C", "C", "N", "C", "N"],
  "positions_angstrom": [[-0.613, -0.791, 0.296], [0.759, 1.453, -2.722], [0.449, 0.553, -1.985], [-0.062, 0.728, -0.700], [-0.001, 2.006, -0.057], [-0.314, 1.819, 1.408], [-0.565, 2.889, 2.245], [-0.836, 2.646, 3.581], [-0.850, 1.338, 4.045], [-0.597, 0.320, 3.152], [-0.328, 0.553, 1.860], [0.568, -0.902, -2.330], [0.902, -1.307, -3.601], [1.018, -2.670, -3.848], [0.812, -3.561, -2.811], [0.485, -3.069, -1.558], [0.358, -1.765, -1.317], [-0.695, 2.708, -0.530], [0.996, 2.440, -0.190], [-0.551, 3.897, 1.848], [-1.043, 3.469, 4.254], [-1.062, 1.108, 5.079], [-0.606, -0.715, 3.469], [1.063, -0.564, -4.370], [1.263, -3.026, -4.840], [0.886, -4.628, -2.960], [0.299, -3.740, -0.730], [-2.545, -0.799, 0.784], [-2.407, -1.634, -0.205], [-3.338, -2.458, -0.534], [-4.608, -2.465, 0.136], [-5.615, -2.457, 0.689], [-3.061, -3.367, -1.612], [-2.811, -4.085, -2.473]],
  "forces_ev_per_a": [[-0.256, 0.197, -0.196], [0.010, 0.033, 0.061], [-0.060, -0.007, -0.108], [0.033, -0.056, 0.121], [0.074, -0.078, 0.010], [0.046, -0.101, 0.009], [0.042, 0.093, 0.003], [-0.023, 0.011, 0.039], [0.011, 0.049, 0.029], [0.081, -0.002, -0.026], [0.004, 0.040, -0.088], [0.070, -0.012, 0.148], [0.040, -0.007, -0.104], [-0.007, -0.017, -0.015], [0.028, -0.009, -0.040], [-0.081, -0.001, 0.077], [0.038, 0.151, 0.041], [-0.052, 0.009, -0.013], [0.014, 0.057, -0.007], [-0.013, -0.040, 0.031], [0.015, -0.028, -0.025], [0.008, 0.006, -0.017], [-0.033, 0.005, -0.037], [-0.008, -0.004, 0.019], [0.003, 0.001, 0.022], [0.000, 0.002, -0.004], [0.003, 0.002, 0.007], [0.095, 0.028, 0.057], [0.062, -0.443, 0.117], [-0.250, 0.014, -0.137], [-0.075, 0.021, 0.032], [0.152, -0.013, -0.081], [0.001, 0.018, -0.036], [0.028, 0.082, 0.112]]
}


{
  "formula": "C15H10N3O2Pt",
  "method": "ωB97M-V with the def2-TZVPD basis set",
  "spin_multiplicity": 3,
  "total_charge": -1,
  "e_homo_ev": [-4.38, -4.46],
  "e_lumo_ev": [3.0, 2.0],
  "orbital_gap_ha": [0.2712, 0.2357],
  "s_squared": 2.01,
  "species": ["Pt", "O", "C", "C", "C", "C", "C", "C", "C", "N", "N", "C", "O", "C", "C", "C", "C", "C", "C", "H", "H", "H", "H", "H", "H", "H", "H", "H", "H", "N", "C"],
  "positions_angstrom": [[0.928, -0.267, -1.746], [2.264, -1.801, -1.272], [2.977, -1.756, -0.205], [4.334, -2.162, -0.284], [5.164, -2.154, 0.806], [4.689, -1.738, 2.048], [3.371, -1.363, 2.178], [2.491, -1.355, 1.088], [1.141, -0.931, 1.301], [0.297, -0.714, 0.345], [-0.923, -0.244, 0.578], [-1.692, -0.198, -0.516], [-1.437, -0.796, -1.588], [-2.859, 0.705, -0.433], [-3.637, 0.868, -1.574], [-4.644, 1.810, -1.603], [-4.883, 2.602, -0.492], [-4.106, 2.447, 0.646], [-3.099, 1.500, 0.683], [4.683, -2.488, -1.255], [6.195, -2.461, 0.691], [5.353, -1.722, 2.902], [2.999, -1.032, 3.141], [0.818, -0.763, 2.332], [-3.401, 0.262, -2.437], [-5.245, 1.933, -2.493], [-5.670, 3.343, -0.516], [-4.289, 3.074, 1.507], [-2.465, 1.377, 1.548], [0.147, 2.539, -2.847], [0.497, 1.482, -2.534]],
  "forces_ev_per_a": [[0.004, -1.146, 0.388], [-0.658, 0.272, -1.077], [0.676, -0.059, 1.386], [-0.302, -0.088, -0.160], [0.008, 0.068, 0.033], [0.140, -0.074, 0.252], [-0.014, 0.066, -0.106], [0.649, -0.187, -0.655], [-0.915, 0.195, -0.188], [1.174, 0.158, -0.607], [-1.185, 0.535, 0.618], [0.967, -0.272, 0.973], [0.462, 0.095, -0.781], [-0.339, 0.189, -0.150], [0.143, -0.122, 0.048], [-0.194, 0.037, 0.010], [-0.076, 0.035, -0.036], [-0.134, 0.047, 0.158], [0.039, -0.084, -0.058], [0.026, 0.022, -0.049], [0.064, -0.021, 0.023], [-0.004, 0.018, 0.075], [-0.042, -0.036, 0.024], [-0.135, -0.043, -0.163], [-0.004, -0.024, -0.051], [-0.032, 0.029, -0.095], [-0.021, 0.059, 0.012], [0.008, 0.043, 0.076], [0.008, 0.025, 0.045], [0.130, 0.132, -0.266], [-0.442, 0.133, 0.320]]
}


> Number 1 is which compound?

C15H10BrF3N3SSn